Arrangement a

ORCA calculation (ωB97M-V with the def2-TZVPD basis set) on one molecule with the formula C6H9N.

Last column: Mulliken charge in e.
CARTESIAN COORDINATES (ANGSTROEM)
C 2.58 0.93 1.80  -1.280
C 1.68 0.17 0.94  0.743
C 0.95 -0.47 0.22  -0.129
C 0.01 -1.16 -0.67  -0.971
C -1.40 -0.65 -0.49  0.095
C -1.78 0.69 -0.97  -0.443
N -2.20 -0.51 -1.71  -0.633
H 2.65 1.97 1.47  0.292
H 3.59 0.52 1.79  0.289
H 2.23 0.94 2.84  0.289
H 0.05 -2.24 -0.49  0.303
H 0.30 -1.01 -1.72  0.319
H -1.91 -1.00 0.40  0.383
H -1.04 1.31 -1.48  0.220
H -2.52 1.24 -0.40  0.280
H -3.17 -0.72 -1.53  0.242

Values from the calculation:
- total charge = 0
- frontier orbital gap (eV) = 10.41
- structure (SMILES) = CC#CC[C@H]1CN1
- LUMO energy (eV) = 1.04

***

Arrangement b

ORCA calculation (ωB97M-V with the def2-TZVPD basis set) on one molecule with the formula C6H9N.

Last column: Mulliken charge in e.
CARTESIAN COORDINATES (ANGSTROEM)
C 1.79 -0.57 -0.01  -1.248
C 0.60 0.00 -0.87  -0.247
C -0.73 0.82 -0.46  0.439
C -0.72 1.37 0.95  -1.324
C -1.10 -0.57 -0.73  -0.351
C -1.19 -1.55 0.30  0.168
N -1.09 -2.38 1.10  -0.504
H 1.82 -1.68 -0.03  0.326
H 2.72 -0.24 -0.50  0.367
H 1.90 -0.28 1.05  0.321
H 0.93 -0.20 -1.89  0.316
H -1.18 1.51 -1.18  0.391
H -0.47 0.58 1.66  0.292
H 0.08 2.12 0.94  0.310
H -1.64 1.85 1.28  0.367
H -1.73 -0.77 -1.62  0.376

Values from the calculation:
- total charge = 0
- frontier orbital gap (eV) = 10.16
- structure (SMILES) = C[C@@H]1[C@H](C)[C@@H]1C#N
- LUMO energy (eV) = 0.87

***

Which of them is the most stable? Correct choice: arrangement b.